--- P ---
Here is a single C3H3NOS molecule from the OMol25 dataset. Energies are from wB97M-V/def2-TZVPD.

```
! RIJCOSX wB97M-V def2-TZVPD def2/J DEFGRID3
* xyz 0 1
N 2.175 -1.459 -0.329
C 1.560 -0.489 -0.220
C 0.681 0.699 -0.073
O -0.687 0.466 -0.587
C -1.476 -0.320 0.137
S -2.944 -0.648 -0.283
H 1.077 1.538 -0.652
H 0.558 0.938 0.987
H -0.944 -0.725 1.019
*
```

Computed properties:
HOMO energy (eV): -9.3
LUMO level (eV): 0.11
Structure (SMILES): N#CCOC=S
Frontier orbital gap (Ha): 0.3471

Results of the Mulliken charge analysis, in e, for atoms 1 through 2: N -0.325; C 0.317

--- Q ---
Here is a single C3H3NOS molecule from the OMol25 dataset. Energies are from wB97M-V/def2-TZVPD.

```
! RIJCOSX wB97M-V def2-TZVPD def2/J DEFGRID3
* xyz 0 1
C -0.170 1.247 -0.071
C 1.446 -0.038 -0.032
C -0.820 -0.822 0.035
N -1.162 0.527 0.076
O 0.633 -1.067 -0.004
S 3.038 0.093 0.052
H -0.294 2.378 -0.093
H -1.366 -1.198 0.951
H -1.305 -1.119 -0.913
*
```

Computed properties:
HOMO energy (eV): -8.7
LUMO level (eV): 0.40
Frontier orbital gap (Ha): 0.3338

Results of the Mulliken charge analysis, in e, for atoms 1 through 2: C -0.136; C 0.297

The relative energies come out as P 0.0; Q 35.7, with values in kcal/mol.

--- P ---
Here is a single C3H10N2S molecule from the OMol25 dataset. Energies are from wB97M-V/def2-TZVPD.

```
! RIJCOSX wB97M-V def2-TZVPD def2/J DEFGRID3
* xyz 0 1
N 0.345 -0.419 -2.424
C 0.466 -1.259 -1.290
C -0.130 -0.687 -0.020
N -1.540 -0.425 -0.227
C 0.799 0.423 0.475
S -0.053 1.096 1.837
H -0.270 -0.788 -3.272
H 1.246 0.019 -2.638
H -0.146 -2.261 -1.315
H 1.444 -1.631 -1.115
H 0.244 -1.524 0.618
H -2.134 -0.238 0.547
H -1.665 0.419 -0.911
H 1.001 1.258 -0.192
H 1.807 -0.058 0.469
H 0.876 2.319 1.989
*
```

Computed properties:
HOMO energy (eV): -8.8
LUMO level (eV): 0.75
Structure (SMILES): NC[C@H](N)CS
Frontier orbital gap (Ha): 0.3501

Results of the Mulliken charge analysis, in e, for atoms 1 through 2: N -0.505; C -0.799

--- Q ---
Here is a single C3H10N2S molecule from the OMol25 dataset. Energies are from wB97M-V/def2-TZVPD.

```
! RIJCOSX wB97M-V def2-TZVPD def2/J DEFGRID3
* xyz 0 1
N 2.735 0.959 0.322
C 1.785 0.137 -0.374
C 0.314 0.393 -0.084
N 0.156 0.406 1.386
C -0.464 -0.815 -0.658
S -2.283 -0.569 -0.443
H 2.474 1.924 0.459
H 2.965 0.547 1.213
H 1.992 -0.095 -1.448
H 2.095 -0.921 -0.207
H -0.020 1.339 -0.514
H -0.792 0.230 1.670
H 0.506 1.266 1.777
H -0.399 -0.986 -1.735
H -0.347 -1.771 -0.157
H -2.279 -0.840 0.928
*
```

Computed properties:
HOMO energy (eV): -9.0
LUMO level (eV): 0.89
Structure (SMILES): NC[C@H](N)CS
Frontier orbital gap (Ha): 0.3630

Results of the Mulliken charge analysis, in e, for atoms 1 through 2: N -0.616; C -0.766

The relative energies come out as P 27.3; Q 0.0, with values in kcal/mol.

--- P ---
Here is 2 unconnected molecules or ions with the total composition C3H10N2S from the OMol25 dataset. Energies are from wB97M-V/def2-TZVPD.

```
! RIJCOSX wB97M-V def2-TZVPD def2/J DEFGRID3
* xyz 0 1
N 0.065 -0.886 -0.610
C 1.419 -0.532 -0.239
C 1.764 -0.389 1.036
N 3.042 0.011 1.462
H 0.062 -1.560 -1.360
H -0.430 -1.272 0.183
H 2.034 -0.235 -1.077
H 1.059 -0.667 1.811
H 3.447 0.684 0.834
H 3.040 0.435 2.382
C -3.107 0.761 -0.583
S -1.625 1.355 -1.532
H -3.951 0.979 -1.229
H -3.031 -0.312 -0.436
H -3.184 1.322 0.338
H -0.604 0.304 -0.979
*
```

Computed properties:
HOMO energy (eV): -7.5
LUMO level (eV): 0.79
Structure (SMILES): N/C=C/N.CS
Frontier orbital gap (Ha): 0.3064

Results of the Mulliken charge analysis, in e, for atoms 1 through 2: N -0.468; C -0.230

--- Q ---
Here is a single C3H10N2S molecule from the OMol25 dataset. Energies are from wB97M-V/def2-TZVPD.

```
! RIJCOSX wB97M-V def2-TZVPD def2/J DEFGRID3
* xyz 0 1
N -2.975 -0.199 -0.058
C -1.635 0.029 -0.635
N -0.540 0.022 0.308
C 0.756 0.061 -0.384
C 1.881 0.076 0.662
S 3.561 0.037 -0.030
H -3.321 0.608 0.440
H -2.721 -0.965 0.568
H -1.748 0.991 -1.174
H -1.501 -0.620 -1.519
H -0.641 0.854 0.883
H 0.875 0.991 -0.958
H 0.772 -0.886 -0.932
H 1.683 -0.765 1.324
H 1.906 1.028 1.205
H 3.648 -1.262 0.299
*
```

Computed properties:
HOMO energy (eV): -9.2
LUMO level (eV): 0.91
Structure (SMILES): NCNCCS
Frontier orbital gap (Ha): 0.3704

Results of the Mulliken charge analysis, in e, for atoms 1 through 2: N -0.644; C -0.564

The relative energies come out as P 16.0; Q 0.0, with values in kcal/mol.

--- P ---
Here is 2 unconnected molecules or ions with the total composition C3H10N2S from the OMol25 dataset. Energies are from wB97M-V/def2-TZVPD.

```
! RIJCOSX wB97M-V def2-TZVPD def2/J DEFGRID3
* xyz 0 1
H 4.013 -0.154 -4.021
N 3.675 0.739 -3.677
C 2.451 0.881 -4.012
N 1.786 2.040 -3.716
H 1.872 0.035 -4.363
H 1.078 2.340 -4.363
H 2.354 2.747 -3.276
C -0.945 -0.326 2.283
S -2.605 -1.075 2.035
C -2.937 -1.551 3.741
H -0.763 0.015 3.293
H -0.242 -1.118 2.054
H -0.931 0.542 1.632
H -3.443 -2.503 3.879
H -3.369 -0.735 4.303
H -1.994 -1.879 4.209
*
```

Computed properties:
HOMO energy (eV): -8.5
LUMO level (eV): 0.86
Structure (SMILES): [H]/N=C/N.CSC
Frontier orbital gap (Ha): 0.3438

Results of the Mulliken charge analysis, in e, for atoms 1 through 2: H 0.239; N -0.652

--- Q ---
Here is 2 unconnected molecules or ions with the total composition C3H10N2S from the OMol25 dataset. Energies are from wB97M-V/def2-TZVPD.

```
! RIJCOSX wB97M-V def2-TZVPD def2/J DEFGRID3
* xyz 0 1
C 0.737 -0.779 -0.364
C -0.397 -1.723 -0.625
S -1.269 -1.584 -2.112
N 0.381 0.546 -0.005
C -0.697 0.498 0.875
N -1.079 1.751 1.452
H 1.359 -1.086 0.493
H 1.423 -0.754 -1.216
H 3.542 1.116 -0.044
H -0.527 -2.663 -0.111
H -1.935 -0.416 -2.003
H 2.899 0.835 0.196
H -1.059 0.185 -0.229
H -0.670 -0.259 1.655
H -2.062 1.889 1.207
H -0.648 2.444 0.832
*
```

Computed properties:
HOMO energy (eV): -7.0
LUMO level (eV): -1.47
Frontier orbital gap (Ha): 0.2014

Results of the Mulliken charge analysis, in e, for atoms 1 through 2: C -0.380; C -0.556

The relative energies come out as P 0.0; Q 148.9, with values in kcal/mol.

--- P ---
Here is a single C3H10N2S molecule from the OMol25 dataset. Energies are from wB97M-V/def2-TZVPD.

```
! RIJCOSX wB97M-V def2-TZVPD def2/J DEFGRID3
* xyz 0 1
N 2.211 -0.016 0.672
C 0.985 -0.659 0.145
C -0.217 0.226 0.264
N -0.003 1.558 -0.310
C -1.422 -0.418 -0.463
S -2.939 0.439 0.103
H 3.016 -0.139 0.084
H 2.526 -0.531 1.476
H 0.832 -1.595 0.690
H 1.160 -0.939 -0.901
H -0.552 0.289 1.307
H 0.767 1.511 -0.952
H 0.245 2.225 0.402
H -1.487 -1.503 -0.464
H -1.300 -0.117 -1.509
H -3.821 -0.331 -0.542
*
```

Computed properties:
HOMO energy (eV): -8.7
LUMO level (eV): 0.89
Structure (SMILES): NC[C@@H](N)CS
Frontier orbital gap (Ha): 0.3522

Results of the Mulliken charge analysis, in e, for atoms 1 through 2: N -0.574; C -0.824

--- Q ---
Here is 2 unconnected molecules or ions with the total composition C3H10N2S from the OMol25 dataset. Energies are from wB97M-V/def2-TZVPD.

```
! RIJCOSX wB97M-V def2-TZVPD def2/J DEFGRID3
* xyz 0 1
H 1.611 -0.955 2.537
N 0.707 -1.358 2.737
C -0.320 -0.724 2.375
N -1.547 -0.988 2.878
H -0.337 0.080 1.634
H -2.380 -0.481 2.629
H -1.684 -1.780 3.482
C 0.675 2.001 -2.067
S -0.199 0.807 -3.050
C 0.162 -0.679 -2.039
H 1.542 1.601 -1.535
H 1.004 2.864 -2.653
H 0.056 2.437 -1.268
H 1.234 -0.765 -1.968
H -0.170 -1.557 -2.583
H -0.352 -0.503 -1.110
*
```

Computed properties:
HOMO energy (eV): -8.5
LUMO level (eV): 0.79
Structure (SMILES): [H]/N=C/N.CSC
Frontier orbital gap (Ha): 0.3428

Results of the Mulliken charge analysis, in e, for atoms 1 through 2: H 0.225; N -0.722

The relative energies come out as P 0.0; Q 4.0, with values in kcal/mol.

--- P ---
Here is a single C3H10N2S molecule from the OMol25 dataset. Energies are from wB97M-V/def2-TZVPD.

```
! RIJCOSX wB97M-V def2-TZVPD def2/J DEFGRID3
* xyz 0 1
N -2.641 -0.726 0.827
C -1.425 -0.851 0.027
N -0.619 0.330 0.285
C 0.589 0.335 -0.529
C 1.739 1.108 0.088
S 3.267 0.956 -0.908
H -3.183 -1.583 0.766
H -2.343 -0.645 1.795
H -1.690 -0.934 -1.035
H -0.815 -1.702 0.319
H -1.214 1.127 0.088
H 0.417 0.730 -1.541
H 0.919 -0.688 -0.686
H 1.982 0.723 1.079
H 1.600 2.186 0.180
H 3.418 -0.366 -0.754
*
```

Computed properties:
HOMO energy (eV): -9.1
LUMO level (eV): 0.98
Structure (SMILES): NCNCCS
Frontier orbital gap (Ha): 0.3698

Results of the Mulliken charge analysis, in e, for atoms 1 through 2: N -0.626; C -0.422

--- Q ---
Here is 2 unconnected molecules or ions with the total composition C3H10N2S from the OMol25 dataset. Energies are from wB97M-V/def2-TZVPD.

```
! RIJCOSX wB97M-V def2-TZVPD def2/J DEFGRID3
* xyz 0 1
H 3.810 -0.229 -4.399
N 3.227 0.354 -3.809
C 2.390 0.974 -4.528
N 1.687 2.038 -4.034
H 2.161 0.821 -5.585
H 1.116 2.576 -4.656
H 2.074 2.515 -3.240
C -1.022 -0.361 2.471
S -2.498 -1.364 2.483
C -2.651 -1.682 4.282
H -0.941 0.261 3.354
H -0.091 -0.907 2.334
H -1.018 0.284 1.587
H -2.085 -2.576 4.497
H -3.685 -1.967 4.461
H -2.473 -0.736 4.782
*
```

Computed properties:
HOMO energy (eV): -8.4
LUMO level (eV): 0.98
Structure (SMILES): [H]/N=C/N.CSC
Frontier orbital gap (Ha): 0.3446

Results of the Mulliken charge analysis, in e, for atoms 1 through 2: H 0.233; N -0.665

The relative energies come out as P 0.0; Q 6.7, with values in kcal/mol.

--- P ---
Here is a single C3H4P2 molecule from the OMol25 dataset. Energies are from wB97M-V/def2-TZVPD.

```
! RIJCOSX wB97M-V def2-TZVPD def2/J DEFGRID3
* xyz 0 1
C -1.434 0.824 -0.636
C -0.179 0.479 -0.358
C 0.544 -0.312 0.567
P 2.197 -0.712 -0.343
P 1.401 1.247 -0.029
H -1.648 1.815 -0.947
H -2.314 0.390 -0.119
H 0.071 -0.580 1.442
H 3.396 -0.648 0.623
*
```

Computed properties:
HOMO energy (eV): -8.2
LUMO level (eV): 0.50
Structure (SMILES): C=C1[C@H]2[PH]#P12
Frontier orbital gap (Ha): 0.3210

Results of the Mulliken charge analysis, in e, for atoms 1 through 2: C -0.542; C 0.146

--- Q ---
Here is a single C3H4P2 molecule from the OMol25 dataset. Energies are from wB97M-V/def2-TZVPD.

```
! RIJCOSX wB97M-V def2-TZVPD def2/J DEFGRID3
* xyz 0 1
C 0.599 1.577 -0.307
C 1.228 0.485 -0.314
C -1.156 -0.817 0.061
P -2.305 0.369 0.113
P 0.600 -1.245 -0.368
H -0.372 2.200 -0.195
H 2.256 0.432 -0.422
H -1.571 -1.786 0.420
H 0.721 -1.216 1.013
*
```

Computed properties:
HOMO energy (alpha / beta) (eV): -7.9 / -8.1
LUMO level (alpha / beta) (eV): -0.19 / -0.67
Frontier orbital gap (alpha / beta) (Ha): 0.2842 / 0.2724

Results of the Mulliken charge analysis, in e, for atoms 1 through 2: C -0.570; C -0.038

The relative energies come out as P 0.0; Q 58.5, with values in kcal/mol.

--- P ---
Here is 2 unconnected molecules or ions with the total composition C4H6N3 from the OMol25 dataset. Energies are from wB97M-V/def2-TZVPD.

```
! RIJCOSX wB97M-V def2-TZVPD def2/J DEFGRID3
* xyz 1 1
C -0.821 2.208 1.525
C 1.498 0.793 1.267
C 0.436 0.928 -0.872
C -0.330 -0.630 1.008
N -1.307 3.173 1.851
N 2.422 0.915 1.922
N 0.448 0.435 0.485
H -0.458 0.775 -1.375
H 0.813 1.861 -0.845
H 1.007 0.355 -1.491
H -1.431 -0.408 0.753
H -0.284 -1.537 0.544
H -0.150 -0.793 1.978
*
```

Computed properties:
HOMO energy (alpha / beta) (eV): -17.6 / -17.1
LUMO level (alpha / beta) (eV): -9.28 / -8.91
Frontier orbital gap (alpha / beta) (Ha): 0.3073 / 0.2994

Results of the Mulliken charge analysis, in e, for atoms 1 through 2: C 0.079; C 0.457

--- Q ---
Here is a gas-phase ion, C4H6N3 (charge +1) from the OMol25 dataset. Energies are from wB97M-V/def2-TZVPD.

```
! RIJCOSX wB97M-V def2-TZVPD def2/J DEFGRID3
* xyz 1 1
C 1.631 1.180 1.910
C 0.829 1.984 1.278
N 0.701 0.845 -0.039
N -0.462 0.228 -0.820
C -0.325 -1.181 -1.253
C -1.416 -0.754 -0.400
N 1.050 0.220 1.115
H 2.165 0.903 2.799
H -0.673 1.061 -1.271
H 0.597 -1.691 -0.984
H -0.497 -1.398 -2.227
H -2.411 -0.481 -0.736
H -1.188 -0.915 0.629
*
```

Computed properties:
HOMO energy (eV): -14.0
LUMO level (eV): -4.92
Structure (SMILES): c1c2n([NH+]3CC3)n1-2
Frontier orbital gap (Ha): 0.3334

Results of the Mulliken charge analysis, in e, for atoms 1 through 2: C 0.052; C -0.180

--- R ---
Here is a gas-phase ion, C4H6N3 (charge +1) from the OMol25 dataset. Energies are from wB97M-V/def2-TZVPD.

```
! RIJCOSX wB97M-V def2-TZVPD def2/J DEFGRID3
* xyz 1 1
C -0.772 -1.571 0.025
N -1.508 -0.616 -0.339
C -1.852 0.601 0.035
C -0.908 1.597 0.041
N 0.360 1.124 -0.034
C 1.347 0.511 0.184
N 2.337 -0.287 -0.177
H -0.494 -2.170 -0.816
H -0.309 -1.659 1.040
H -2.881 0.631 0.455
H -1.123 2.607 0.163
H 2.848 -0.010 -0.993
H 2.954 -0.759 0.418
*
```

Computed properties:
HOMO energy (eV): -13.1
LUMO level (eV): -4.94
Structure (SMILES): C=N/C=C\[N+]#CN
Frontier orbital gap (Ha): 0.3015

Results of the Mulliken charge analysis, in e, for atoms 1 through 2: C -0.403; N -0.231

The relative energies come out as P 123.6; Q 141.1; R 0.0, with values in kcal/mol.